Entry 1:
Computed, not measured: a molecular structure, C31H36BF4HgN10O2P2S2Se, with ωB97M-V with the def2-TZVPD basis set.

Results
**HOMO (spin up / spin down)**: -5.311 / -8.325 eV
**Charge**: 0
**Multiplicity**: 2
**Kohn-Sham gap (spin up / spin down)**: 5.030 / 8.085 eV
**Relative energy (zero: lowest compared OMol25 entry of this formula, charge and spin)**: 0.000 eV

Structure (XYZ):
```
90
Properties=species:S:1:pos:R:3:mulliken_spin:R:1
Hg 0.23 -0.83 -0.09 0.007
Se -1.65 3.37 6.19 0.021
N -0.42 3.54 4.92 0.025
C -0.43 2.44 4.22 -0.008
C 0.44 2.20 3.07 0.095
C 1.37 3.12 2.64 -0.003
C 2.16 2.84 1.52 0.143
C 1.92 1.67 0.84 -0.046
N 1.01 0.76 1.22 0.106
C 0.29 0.97 2.37 0.079
C -0.60 -0.04 2.81 0.179
N -0.64 -1.23 2.11 0.144
C -1.56 -2.15 2.47 -0.025
C -2.43 -2.01 3.51 0.128
C -2.38 -0.81 4.26 0.101
C -1.48 0.16 3.92 0.036
C -1.39 1.43 4.63 -0.017
N -2.14 1.74 5.65 -0.008
H 1.47 4.05 3.18 -0.003
H 2.89 3.53 1.14 0.001
H 2.44 1.45 -0.09 0.006
H -1.53 -3.07 1.88 0.018
H -3.13 -2.80 3.75 0.011
H -3.05 -0.64 5.10 0.001
N 1.91 -2.76 2.53 -0.001
C 2.79 -2.55 1.52 -0.005
N 2.47 -2.00 0.38 -0.001
C 3.55 -1.97 -0.48 -0.001
C 4.69 -2.51 0.00 0.000
S 4.44 -3.10 1.61 0.000
C 3.40 -1.35 -1.80 0.001
C 4.16 -1.64 -2.89 0.000
S 3.77 -0.55 -4.17 0.000
C 2.59 0.20 -3.14 0.001
N 2.48 -0.33 -1.95 0.000
N 1.80 1.21 -3.59 0.000
H 1.03 -2.24 2.45 0.011
H 2.28 -2.87 3.46 -0.001
H 5.66 -2.54 -0.46 0.000
H 4.92 -2.39 -2.99 0.000
H 2.19 1.81 -4.30 0.000
H 1.33 1.73 -2.86 0.001
C -1.08 -0.56 -3.40 0.000
P -0.97 -1.67 -1.98 0.008
C -2.70 -1.97 -1.53 -0.002
C -0.35 -3.24 -2.67 0.002
C -0.66 -4.48 -1.82 0.000
P 0.14 -4.43 -0.16 0.000
C 1.83 -4.98 -0.63 0.000
C -0.53 -5.99 0.53 0.000
H -1.47 0.41 -3.08 0.000
H -1.75 -0.99 -4.15 0.000
H -0.09 -0.40 -3.83 0.000
H -3.24 -2.42 -2.36 0.000
H -3.15 -1.01 -1.27 0.000
H -2.76 -2.62 -0.66 0.002
H 0.73 -3.11 -2.82 0.001
H -0.79 -3.34 -3.67 0.000
H -0.37 -5.38 -2.37 0.000
H -1.74 -4.56 -1.65 0.000
H 1.80 -5.92 -1.18 0.000
H 2.42 -5.11 0.28 0.000
H 2.32 -4.21 -1.23 0.000
H -0.38 -6.84 -0.15 0.000
H -1.59 -5.88 0.74 0.000
H -0.02 -6.20 1.47 0.000
O -0.79 5.73 -3.16 0.000
C -0.97 6.11 -1.82 0.000
N -1.26 4.97 -0.96 -0.001
C -2.52 4.64 -0.61 -0.002
O -3.49 5.37 -0.74 0.000
C -2.69 3.29 0.02 0.006
C -3.71 3.10 0.95 -0.002
C -3.90 1.84 1.48 0.011
C -3.09 0.80 1.05 -0.027
N -2.13 0.96 0.14 0.004
C -1.92 2.18 -0.34 0.003
H 0.09 5.33 -3.26 0.000
H -1.82 6.78 -1.77 0.000
H -0.08 6.60 -1.43 0.000
H -0.51 4.31 -0.80 0.001
H -4.33 3.94 1.22 0.000
H -4.68 1.65 2.21 0.001
H -3.22 -0.20 1.45 0.009
H -1.13 2.28 -1.08 -0.002
F 1.77 4.24 -3.26 0.000
B 1.97 3.91 -1.90 -0.005
F 3.19 3.27 -1.72 -0.001
F 1.84 5.03 -1.10 0.002
F 0.92 2.97 -1.54 0.001
```



Entry 2:
Computed, not measured: 5 unconnected molecules or ions with the total composition C31H36Br2O15, with ωB97M-V with the def2-TZVPD basis set.

Results
**HOMO**: -9.436 eV
**Charge**: 0
**Multiplicity**: 1
**Kohn-Sham gap**: 8.319 eV

Structure (XYZ):
```
84
Properties=species:S:1:pos:R:3:mulliken_charge:R:1
C -2.63 -1.97 0.49 -0.762
C -1.55 -3.09 0.73 0.138
Br -1.70 -4.10 2.39 -0.187
C -0.55 -3.29 -0.18 -0.573
Br 0.81 -4.66 0.08 -0.050
C -0.59 -2.36 -1.43 0.205
C -1.54 -2.62 -2.52 -0.305
C -1.60 -1.72 -3.67 -0.849
C -0.70 -0.56 -3.69 0.433
C 0.25 -0.32 -2.58 0.770
C 0.33 -1.21 -1.43 -0.482
C 1.13 0.97 -2.72 -0.054
O 2.31 1.01 -2.45 -0.352
C 0.35 2.21 -3.26 0.951
C 0.56 3.53 -2.67 0.475
C 1.52 3.87 -1.49 -0.466
C 1.44 2.89 -0.27 -0.176
O 2.47 2.37 0.09 -0.450
C -0.22 4.64 -3.28 -0.871
C -1.13 4.43 -4.41 -0.679
C -1.32 3.08 -4.96 -0.707
C -0.59 1.97 -4.37 0.134
C -0.74 0.49 -4.85 0.060
O -0.90 0.17 -6.00 -0.511
H -3.35 -2.29 -0.32 0.259
H -3.25 -1.78 1.40 0.189
H -2.18 -1.00 0.16 0.246
H -2.25 -3.48 -2.51 0.532
H -2.32 -1.89 -4.50 0.393
H 1.02 -1.04 -0.58 0.549
H 1.23 4.89 -1.09 0.426
H 2.56 3.99 -1.89 0.242
H 0.48 2.61 0.26 0.378
H -0.15 5.69 -2.90 0.305
H -1.70 5.26 -4.89 0.355
H -2.01 2.88 -5.82 0.401
C 9.15 0.52 -3.61 -0.780
O 7.98 0.04 -2.95 -0.279
C 7.05 0.98 -2.72 0.667
O 7.13 2.14 -3.03 -0.551
O 6.01 0.41 -2.10 -0.261
C 4.94 1.31 -1.80 -0.587
H 9.83 -0.32 -3.74 0.271
H 8.90 0.91 -4.60 0.320
H 9.64 1.28 -3.01 0.283
H 4.52 1.73 -2.72 0.300
H 5.27 2.10 -1.13 0.317
H 4.16 0.74 -1.30 0.236
C -5.58 -2.84 3.60 -0.495
O -5.61 -1.42 3.76 -0.195
C -6.73 -0.95 4.33 0.746
O -7.66 -1.61 4.70 -0.542
O -6.62 0.38 4.41 -0.283
C -7.74 1.03 5.00 -0.728
H -4.64 -3.11 3.14 -0.049
H -5.64 -3.34 4.58 0.332
H -6.40 -3.18 2.96 0.335
H -7.88 0.69 6.03 0.320
H -8.64 0.85 4.41 0.327
H -7.55 2.10 5.01 0.231
C 6.59 -2.17 -3.26 -0.457
O 6.02 -3.15 -2.39 -0.336
C 5.02 -3.85 -2.92 0.773
O 4.57 -3.72 -4.03 -0.556
O 4.59 -4.73 -2.00 -0.304
C 3.51 -5.55 -2.44 -0.559
H 7.39 -1.66 -2.73 0.336
H 7.00 -2.64 -4.16 0.319
H 5.84 -1.43 -3.54 0.166
H 3.80 -6.15 -3.30 0.295
H 2.64 -4.94 -2.68 0.204
H 3.25 -6.21 -1.62 0.204
C -3.77 3.56 9.44 -0.627
O -4.46 2.50 8.79 -0.321
C -3.97 2.18 7.58 0.768
O -3.03 2.71 7.04 -0.541
O -4.70 1.18 7.09 -0.295
C -4.29 0.73 5.79 -0.481
H -4.25 3.73 10.40 0.223
H -2.72 3.29 9.62 0.293
H -3.83 4.48 8.85 0.289
H -3.26 0.35 5.82 0.402
H -4.37 1.54 5.06 0.293
H -4.94 -0.07 5.50 0.007
```



no.,strongest force on any atom (eV Å⁻¹)
1,0.2
2,2.9